[1]
Formula: C2H4ClP
Source: the Open Molecules 2025 dataset
Level of theory: the ωB97M-V functional and the def2-TZVPD basis

## Properties
maximum force = 0.1058 Eh/bohr
HOMO level (spin up / spin down) = -0.2540 / -0.3676 Ha
molecular weight = 94.48 g mol⁻¹
⟨S²⟩ = 2.007
orbital gap (spin up / spin down) = 7.98 / 7.51 eV
energy above the lowest of the compared OMol25 structures with the same formula, charge and spin = 242.5 kJ/mol
net charge = 0
2S+1 = 3

Last column: Mulliken charge in e.
Geometry (Å):
H -0.51 -1.15 -0.12  0.280
H 0.24 1.56 0.83  0.549
C 0.09 1.03 -0.10  -0.447
H 0.96 -0.61 1.12  0.258
H -1.94 0.19 -0.54  0.242
Cl 1.80 -1.63 1.07  -0.268
C -0.84 -0.13 -0.53  -0.499
P 0.21 0.76 -1.73  -0.115

=====

[2]
Formula: C3H5N2O
Source: the Open Molecules 2025 dataset
Level of theory: the ωB97M-V functional and the def2-TZVPD basis

## Properties
maximum force = 0.0959 Eh/bohr
HOMO level (spin up / spin down) = -0.5419 / -0.5419 Ha
molecular weight = 85.09 g mol⁻¹
orbital gap (spin up / spin down) = 9.81 / 9.81 eV
energy above the lowest of the compared OMol25 structures with the same formula, charge and spin = 628.9 kJ/mol
net charge = +1

Last column: Mulliken charge in e.
Geometry (Å):
H 2.18 0.96 -0.77  0.312
H 1.50 0.83 0.84  0.311
H 0.70 1.74 -0.73  0.324
H -2.30 -1.68 0.98  0.468
N -3.02 -0.02 0.06  0.487
C 1.24 0.91 -0.22  -0.576
C -2.31 -0.92 0.34  -0.450
O -3.66 0.89 -0.36  -0.434
C -0.30 -1.04 -0.64  0.001
N 0.45 -0.20 -0.38  0.052
H -0.91 -1.90 -0.80  0.506

=====

[3]
Formula: C33H31Cl2FeN6O4PSSi
Source: the Open Molecules 2025 dataset
Level of theory: the ωB97M-V functional and the def2-TZVPD basis

## Properties
maximum force = 0.0145 Eh/bohr
HOMO level (spin up / spin down) = -0.2334 / -0.2783 Ha
molecular weight = 793.53 g mol⁻¹
⟨S²⟩ = 6.372
orbital gap (spin up / spin down) = 5.58 / 6.67 eV
energy above the lowest of the compared OMol25 structures with the same formula, charge and spin = 0.0 kJ/mol
net charge = 0
2S+1 = 5

Last column: Mulliken charge in e.
Geometry (Å):
P -1.09 1.92 2.17  0.314
S 3.04 -0.74 2.85  -0.226
H -2.62 0.28 3.07  -0.036
H 3.47 4.38 -5.63  0.380
C -0.22 2.11 3.77  -0.628
C 2.00 2.92 -5.09  -0.778
C -1.83 -2.27 4.57  -0.776
H -3.51 2.18 1.03  0.180
C 1.81 -2.76 1.33  -0.862
C 3.41 -2.43 -2.00  -0.568
H -2.85 -2.70 -2.10  0.643
C 1.40 2.24 -4.04  -0.255
H -0.70 2.96 4.28  0.444
H 4.69 -1.68 -0.45  0.437
H 1.51 2.08 -0.05  -0.469
C 1.45 -1.13 -2.49  -0.391
H 4.01 -3.32 -2.17  0.420
H 1.64 2.70 4.37  0.253
C -1.04 -2.56 -0.94  -0.641
H 0.53 -1.01 -3.04  0.243
H -2.14 4.81 -2.02  0.451
O -0.34 0.81 1.43  -0.086
Cl -3.23 -5.42 -2.66  -0.224
H 4.16 4.82 -3.30  0.414
H -4.06 1.02 -1.47  0.587
N -0.74 -1.94 2.48  0.524
C 3.00 3.85 -4.82  -0.430
H 1.37 2.95 2.79  0.199
H -2.74 -2.50 5.11  0.454
C -2.03 -3.24 -1.65  -0.617
O -1.25 3.20 1.44  -0.868
C 0.08 -4.67 -0.51  -0.756
H 1.46 -1.60 4.99  0.568
C -3.30 2.96 -1.83  -0.499
N 0.91 -2.53 0.36  1.357
C 0.51 -1.77 4.51  -0.994
C 0.02 -3.29 -0.37  0.093
C 1.60 -1.54 2.22  1.403
C -3.18 1.64 -1.51  -1.182
H -0.39 1.21 4.36  0.234
N -0.76 1.77 -1.47  1.085
N 1.22 2.30 3.55  -0.407
C 3.79 -1.52 -1.04  -0.672
C 3.00 -0.40 -0.80  -0.748
O 2.61 -3.66 1.50  -0.697
C 2.77 3.41 -2.47  -0.175
H -0.02 3.71 -1.71  0.479
H -4.61 1.32 1.87  0.269
H 0.90 -5.22 -0.07  0.592
H -4.26 3.39 -2.05  0.434
C -0.92 -5.33 -1.21  0.084
H -2.74 -2.36 2.62  0.482
C -1.83 -2.21 3.19  -0.611
H -3.06 1.94 3.50  0.535
C 3.38 4.09 -3.51  -0.586
N -0.94 -1.16 -0.86  1.667
H 1.70 2.72 -6.11  0.413
H -3.56 -0.19 0.15  0.405
H 1.95 -2.95 -3.49  0.455
C -1.97 -4.62 -1.78  -0.006
C -2.12 3.74 -1.86  -0.954
C -1.98 -0.36 -0.87  -0.347
H 2.41 0.41 3.18  0.236
Si 1.03 1.48 -1.31  0.502
C -1.93 1.02 -1.25  0.298
H 3.07 3.61 -1.45  0.355
C -0.93 3.13 -1.68  -0.481
H 3.30 0.31 -0.03  0.423
C -2.73 1.29 2.68  -0.530
Cl -0.82 -7.05 -1.37  -0.214
H -0.60 -2.07 6.32  0.426
N -3.65 1.31 1.54  -0.496
C 1.77 2.47 -2.72  -0.077
C -0.64 -2.03 5.24  -0.503
C 2.25 -2.23 -2.74  -0.666
Fe 0.43 -0.73 0.66  -0.354
O -3.20 -0.84 -0.50  -0.655
C 0.42 -1.75 3.12  -0.171
C 1.81 -0.21 -1.50  1.583
H 0.62 1.51 -4.27  0.314

=====

[4]
Formula: C51H117N4O25P
Source: the Open Molecules 2025 dataset
Level of theory: the ωB97M-V functional and the def2-TZVPD basis

## Properties
maximum force = 0.0764 Eh/bohr
HOMO level = -0.3051 Ha
molecular weight = 1217.47 g mol⁻¹
SMILES = CCOP(=O)(OCC)OCC.CCN(CC)CC.CCN(CC)CC.CCN(CC)CC.CCN(CC)CC.COC(=O)OC.COC(=O)OC.COC(=O)OC.COC(=O)OC.COC(=O)OC.COC(=O)OC.COC(=O)OC
orbital gap = 8.54 eV
net charge = 0

Last column: Mulliken charge in e.
Geometry (Å):
C 3.21 -11.04 -3.77  -0.609
H 14.02 7.47 -1.06  0.300
C 6.04 1.03 -6.11  -0.220
H 10.16 2.56 6.43  0.284
H -5.18 -7.02 -5.12  0.270
C -11.28 0.04 2.82  -0.473
O -5.46 -5.85 5.50  -0.276
C -1.51 -0.96 9.09  -0.668
H -3.34 1.62 -9.04  0.310
H -7.25 -5.63 4.40  0.254
H 2.58 -11.44 -4.55  0.268
O 0.88 1.42 3.39  -0.278
H 5.91 -2.31 -5.26  0.428
H -2.47 -7.24 7.74  0.298
H -7.28 -8.52 -6.58  0.290
H 7.83 0.61 -4.16  0.415
O -0.97 0.58 2.63  -0.294
C 2.29 1.63 3.47  -0.613
H -2.85 -0.51 2.68  0.252
H -5.72 -8.03 -7.23  0.405
H 5.18 1.24 -5.47  0.310
H 0.32 -6.64 -3.21  0.282
C 10.58 7.75 0.75  -0.600
C -3.55 1.19 -6.44  -0.274
H -2.86 4.36 -8.09  0.296
C -5.70 -9.11 -2.01  -0.340
H 3.52 0.62 9.49  0.310
H -6.58 -6.18 -5.77  0.345
H 11.52 10.00 1.36  0.340
H 13.06 9.64 3.23  0.397
C 3.82 9.40 -0.73  -0.689
H 4.23 9.81 0.19  0.266
H -9.60 -0.32 0.81  0.297
C 7.08 2.13 -5.99  -1.374
C -3.32 0.58 -5.08  -1.421
H -9.99 1.21 4.14  0.338
H 8.03 1.82 -6.42  0.345
C -1.27 0.80 -7.20  -0.716
H 6.22 -2.12 -7.73  0.327
H -10.07 -6.02 -2.25  0.267
H -13.39 -0.07 1.61  0.445
O 2.40 -8.57 -4.49  -0.533
C 12.11 8.45 -0.99  -0.519
N 6.61 -0.28 -5.64  -0.085
H 11.40 -1.67 2.72  0.232
H 4.74 -1.00 -5.30  0.372
H -6.39 -10.43 -3.43  0.234
C 5.67 -1.36 -5.74  -0.477
H -4.02 0.42 -7.05  0.330
H -11.24 -0.95 2.36  0.364
H -6.79 -10.84 -1.74  0.269
H 5.67 1.03 -7.13  0.327
H -4.36 1.90 -6.31  0.340
H 2.74 1.92 2.52  0.290
C 10.57 1.69 6.95  -0.597
O -7.08 -7.44 -4.31  -0.272
H 4.03 -10.41 -4.12  0.305
H -4.46 8.44 10.65  0.300
O -0.23 -0.75 8.57  -0.266
H 3.95 -0.48 8.36  0.269
H 13.53 7.98 2.57  0.311
H -1.42 -6.23 6.70  0.259
O -6.83 -8.32 -1.97  -0.120
C -9.86 -7.91 -1.39  -0.840
H -2.72 1.21 -4.42  0.332
H -0.92 -1.18 -7.99  0.393
C 0.38 0.45 2.66  0.735
H -4.75 9.64 9.34  0.277
H 5.44 0.82 -3.24  0.242
C 12.76 8.73 2.71  -1.264
H -5.76 -9.12 -5.86  0.271
H 2.81 0.71 3.74  0.293
O 2.41 8.05 -2.57  -0.534
C -3.57 3.61 -8.43  -1.116
C 7.07 -0.17 -4.22  -0.732
H 4.96 -0.86 -7.67  0.296
C 1.86 5.33 -2.13  -0.726
N -2.37 1.76 -7.11  -0.038
C -6.73 -6.29 5.09  -0.654
H -3.59 4.35 6.78  0.252
H 1.01 -6.40 -1.53  0.269
H 10.37 7.78 1.82  0.360
C -6.01 -10.50 -2.42  -1.084
H 7.65 -1.07 -4.03  0.391
H -9.12 0.39 2.89  0.252
C -1.82 -0.54 2.33  -0.612
H -2.27 -0.65 8.38  0.235
H 9.35 5.91 0.88  0.394
O -3.41 -6.17 6.16  -0.254
C -1.74 -0.45 -8.00  -1.016
H -0.91 0.64 -6.18  0.375
H -12.85 1.79 -0.69  0.321
C -4.35 6.92 8.62  0.712
P -6.82 -6.94 -2.78  0.846
H 11.26 1.94 7.76  0.224
C 10.50 0.43 4.92  0.756
C -4.03 8.96 9.79  -0.625
H 10.90 -0.06 1.98  0.269
H -2.80 -0.37 -5.21  0.265
H -3.84 3.79 -9.47  0.348
H -2.01 -7.69 6.14  0.304
H 7.29 2.35 -4.94  0.294
H -1.90 -0.18 -9.04  0.306
H 3.65 -11.85 -3.19  0.222
H -5.34 -9.13 -0.98  0.336
C -12.63 0.41 0.99  -0.403
H -9.70 -7.20 -3.54  0.295
C 2.91 7.43 -1.65  0.733
H -14.25 0.85 -0.34  0.404
C 5.34 -1.77 -7.19  -1.330
H 9.73 1.19 7.43  0.284
H -9.90 2.19 1.67  0.424
O 0.71 0.15 10.52  -0.550
H -10.88 -8.27 -1.52  0.378
O 3.68 8.00 -0.71  -0.289
H 13.53 8.63 -2.38  0.389
H 6.73 3.10 -6.33  0.406
H -4.24 0.37 -4.55  0.417
H 6.37 -0.12 -2.08  0.398
H 4.43 9.81 -1.54  0.295
H -5.18 -11.20 -2.31  0.391
C -9.63 0.58 0.20  -0.990
C -6.26 -8.26 -6.31  -1.192
H -9.17 -8.74 -1.46  0.163
O -5.49 6.76 9.03  -0.521
C 12.30 9.23 1.33  -0.528
C -4.64 -6.75 6.13  0.697
O 11.38 -0.19 4.03  -0.286
O 1.39 -8.30 -2.43  -0.295
O 11.23 0.88 5.98  -0.286
H 12.05 8.19 3.33  0.311
N 11.97 8.12 0.45  0.261
O 1.93 -0.31 8.59  -0.240
H 10.42 6.05 -0.53  0.284
H 9.79 8.36 0.33  0.342
H 11.58 7.75 -1.62  0.402
H -1.42 -1.47 2.73  0.289
C 5.98 -0.12 -3.10  -0.980
H -12.30 -0.42 0.36  0.347
H -1.62 -0.37 10.00  0.331
O -3.47 7.98 8.91  -0.276
H 13.20 9.70 0.94  0.348
H -5.24 5.00 6.61  0.269
C 0.82 -0.25 9.36  0.710
H -3.20 9.55 10.16  0.235
C -2.76 2.31 -8.43  -0.561
H -9.96 0.43 -0.83  0.329
H -1.88 -0.57 1.24  0.266
H 5.33 -0.99 -3.18  0.255
H 2.12 4.99 -3.14  0.304
N -11.60 1.11 1.84  -0.067
H 3.39 -1.09 9.94  0.301
C -4.36 4.95 7.26  -0.652
H -2.67 -0.97 -7.77  0.285
O -8.23 -6.28 -2.34  -0.321
H -13.82 2.08 0.83  0.319
C -10.50 1.61 0.97  -0.829
H 4.61 -2.57 -7.20  0.392
H -7.45 -6.38 5.91  0.281
H -1.76 -1.97 9.39  0.270
H 0.87 5.74 -2.28  0.310
C -2.33 -6.84 6.74  -0.682
H -4.83 -8.74 -2.56  0.378
H -1.81 2.35 -8.97  0.446
O -3.76 6.20 7.59  -0.285
O 9.29 0.62 4.75  -0.561
C 10.33 6.23 0.54  -1.260
C -9.95 0.27 3.59  -1.288
H 9.76 -0.89 2.85  0.329
H 2.47 2.42 4.21  0.222
H 11.72 9.44 -1.24  0.307
O 2.71 6.11 -1.32  -0.267
C 13.60 8.44 -1.31  -1.210
C 10.84 -0.74 2.83  -0.648
C -9.47 -6.89 -2.52  -0.266
C 3.20 -0.37 9.15  -0.703
O 1.01 -0.31 1.97  -0.549
C -13.40 1.35 0.13  -1.386
H -4.48 3.51 -7.84  0.297
C 1.12 -6.86 -2.51  -0.637
H 1.58 4.43 -1.59  0.291
H -12.09 -0.12 3.53  0.453
H -0.37 1.19 -7.67  0.401
O -4.93 -7.87 6.45  -0.522
H -4.53 4.41 8.19  0.314
O -5.60 -6.12 -2.59  -0.758
H -9.82 -7.44 -0.41  0.256
H -6.65 -7.24 4.57  0.295
H 14.23 9.15 -0.77  0.314
H 2.04 -6.36 -2.79  0.297
C -6.24 -7.12 -5.33  -0.202
H 11.12 5.59 0.92  0.322
H -8.68 1.10 0.08  0.333
C 2.03 -9.00 -3.40  0.720
H -9.68 -0.46 4.35  0.385
H -10.91 2.33 0.27  0.425
H 2.88 9.95 -0.82  0.306
O 2.39 -10.27 -2.89  -0.291

=====

[5]
Formula: C30H54O25PS3Tl
Source: the Open Molecules 2025 dataset
Level of theory: the ωB97M-V functional and the def2-TZVPD basis

## Properties
maximum force = 0.1106 Eh/bohr
HOMO level = -0.3410 Ha
molecular weight = 1146.30 g mol⁻¹
orbital gap = 5.74 eV
energy above the lowest of the compared OMol25 structures with the same formula, charge and spin = 481.1 kJ/mol
net charge = 0

Last column: Mulliken charge in e.
Geometry (Å):
H -2.80 -6.08 0.24  0.318
H 4.37 -3.09 4.75  0.387
H -6.22 -0.03 -5.31  0.317
C 4.91 -2.27 5.23  -1.415
H -0.22 4.85 -5.79  0.251
C 2.87 -0.74 5.80  -0.382
Tl -5.81 2.97 1.19  0.999
C 0.05 -4.12 -5.18  -0.372
H -2.69 4.59 -5.90  0.370
H -4.20 -5.01 2.08  0.345
H -1.01 6.81 7.50  0.352
C 4.52 4.49 0.22  -0.340
O -8.12 -0.24 -2.94  -0.607
C -1.16 -5.71 1.53  -0.443
O 5.92 4.81 0.27  -0.316
O 8.04 -4.55 -3.76  -0.564
C 1.96 -4.62 -6.68  -1.417
H 2.98 -4.98 -6.81  0.357
H -7.43 -3.77 -3.68  0.360
H -1.21 5.76 6.20  0.329
C 2.89 6.11 1.36  -1.456
O 7.29 6.04 1.64  -0.610
O 0.25 2.88 -7.89  -0.324
C -1.80 6.29 6.95  -0.919
C -3.63 -5.92 2.27  -1.317
H 5.57 -1.25 -2.90  0.306
H 6.48 0.60 -4.72  0.385
H 4.10 5.02 -0.63  0.271
H -4.30 -6.78 2.38  0.319
H 4.14 -0.56 4.10  0.232
C -4.69 -0.39 7.21  -0.854
S -3.05 7.49 6.21  0.489
O -0.63 -9.09 1.57  -0.581
H -3.19 -5.77 3.26  0.349
H -7.43 -1.39 6.62  0.315
O 7.73 -2.47 -4.54  -0.355
C 6.77 -0.39 -5.05  -1.396
C 6.60 -1.57 -2.74  -0.393
H -4.85 -1.00 6.32  0.282
H 6.89 -0.93 -1.92  0.289
S -6.22 0.49 7.70  0.485
O -2.54 -0.10 -0.01  -0.414
C -1.13 -7.98 1.50  0.675
H -3.94 0.39 7.05  0.304
C 7.54 -3.45 -3.68  0.677
C -2.16 4.92 -6.79  -1.463
H 4.22 3.44 0.16  0.307
H 2.12 -4.13 -4.66  0.273
H -2.24 6.01 -6.88  0.376
H -0.84 -5.15 0.65  0.274
H -7.17 -1.80 8.26  0.366
C -0.71 4.49 -6.70  0.489
H -0.14 -3.44 -4.34  0.278
O -0.33 -6.87 1.62  -0.340
C -2.54 -6.29 1.28  0.454
H -3.99 7.14 8.43  0.297
H -8.40 -0.60 7.77  0.316
H 1.36 -5.24 -7.35  0.341
S -8.04 -1.29 -4.06  0.465
H 2.12 -0.44 5.06  0.262
H 2.45 -1.62 6.30  0.268
O 3.12 0.34 6.68  -0.332
O 6.91 -2.96 -2.61  -0.322
O 5.10 5.75 2.05  -0.334
C 6.17 5.58 1.33  0.695
H -4.68 8.48 7.62  0.322
O -4.10 6.71 5.47  -0.599
O 1.12 4.26 -9.57  -0.539
H -0.39 -3.56 -6.01  0.215
C 1.44 -4.67 -5.32  0.524
O 1.40 -6.02 -5.01  -0.346
H 7.29 -0.27 -6.00  0.339
H 5.79 -0.82 -5.28  0.337
O -0.67 -5.32 -4.98  -0.348
C 4.26 -0.84 5.15  0.491
H -4.38 -1.05 8.03  0.342
C -7.65 -2.88 -3.09  -0.917
H 8.49 -0.89 -3.70  0.316
H -2.81 4.64 -7.62  0.348
H 1.93 -3.62 -7.11  0.373
O -0.15 -7.57 -4.98  -0.550
H -6.83 -2.73 -2.39  0.293
H 5.08 -2.67 6.23  0.364
H -3.12 8.71 8.42  0.352
H -2.27 5.55 7.59  0.291
O -6.61 1.45 6.57  -0.606
H -1.00 -5.23 2.49  0.274
C -6.41 -1.05 -4.98  -0.831
O -1.72 1.83 -1.11  -0.409
H 0.02 2.67 -5.91  0.270
P -1.25 0.80 -0.05  0.898
H -6.35 -1.65 -5.88  0.338
C -0.52 3.03 -6.79  -0.302
H 3.72 4.34 2.21  0.240
H -8.50 -3.16 -2.47  0.321
O 0.06 5.09 -7.72  -0.351
O -2.37 -7.66 1.50  -0.325
C 7.48 -1.20 -3.98  0.382
H 5.89 -2.20 4.77  0.340
C 0.17 -6.42 -5.03  0.672
H -1.40 2.41 -6.97  0.230
H 3.10 6.82 0.56  0.342
C -3.72 8.01 7.85  -0.914
H -5.63 -1.42 -4.31  0.260
C 4.00 5.09 1.47  0.472
O 5.09 -0.05 5.87  -0.322
O -1.34 1.58 1.29  -0.479
C -7.37 -0.95 7.62  -0.952
C 0.61 4.10 -8.47  0.646
O 0.14 0.16 -0.37  -0.594
H 2.65 6.71 2.24  0.350
O 4.70 1.80 7.12  -0.594
H 1.89 5.70 1.22  0.380
C 4.34 0.75 6.61  0.699

=====

[6]
Formula: C10H12N2O
Source: the Open Molecules 2025 dataset
Level of theory: the ωB97M-V functional and the def2-TZVPD basis

## Properties
maximum force = 0.0771 Eh/bohr
HOMO level = -0.3059 Ha
molecular weight = 176.22 g mol⁻¹
SMILES = Cn1cccc1[C@]1(C#N)C[C@H]1CO
orbital gap = 9.05 eV
energy above the lowest of the compared OMol25 structures with the same formula, charge and spin = 227.7 kJ/mol
net charge = 0

Last column: Mulliken charge in e.
Geometry (Å):
C 0.15 -2.66 -0.95  -0.799
H -1.28 0.24 -1.41  0.286
H 1.41 -0.88 -1.07  0.321
C 0.13 -0.64 0.71  1.249
H -2.47 1.09 -0.40  0.300
C 1.19 1.80 1.32  -0.492
C 0.84 -1.45 -0.35  0.117
N -0.48 1.71 -0.15  0.166
H 2.24 -0.95 1.30  0.271
O -0.71 -2.20 -1.97  -0.485
N -2.19 -1.28 1.59  -0.563
C -1.55 1.21 -0.98  -0.859
H -0.65 3.79 -0.56  0.427
C 0.89 3.11 0.88  -0.947
H -1.74 1.92 -1.79  0.350
H -0.41 -3.19 -0.17  0.352
H -1.13 -2.96 -2.39  0.292
H 1.38 4.01 1.20  0.420
H 1.94 1.51 2.02  0.461
C 1.33 -1.47 1.06  -0.909
H 0.91 -3.34 -1.36  0.380
C 0.32 0.98 0.65  -0.274
C -0.14 3.02 -0.01  -0.249
C -1.16 -1.00 1.19  -0.119
H 1.17 -2.37 1.65  0.305

=====

| no. | DFT total energy (eV) |
| --- | --- |
| 1 | -23944.955 |
| 2 | -8206.675 |
| 3 | -139291.441 |
| 4 | -121216.366 |
| 5 | -129651.765 |
| 6 | -15590.750 |